No. 1
A structure of composition C66H55As2BrHgN7O11S. Source: the OMol25 dataset; level of theory: the ωB97M-V functional and the def2-TZVPD basis.

Last column: Löwdin spin population.
CARTESIAN COORDINATES (ANGSTROEM)
Hg -1.4035 -0.3472 0.5482  0.001
O -3.2753 -5.9114 -2.1009  0.000
C -2.9000 -4.6884 -1.6264  0.000
C -3.8253 -3.7739 -1.1482  0.000
C -3.3754 -2.5461 -0.7022  0.000
N -2.0759 -2.2484 -0.6969  0.000
C -1.1760 -3.1475 -1.1044  0.000
C -1.5477 -4.3750 -1.6134  0.000
C 0.3032 -2.8111 -0.8577  0.000
O 1.1485 -3.4970 -1.4557  0.000
O 0.4967 -1.8663 -0.0449  0.000
C -4.3805 -1.4807 -0.2000  0.000
O -5.5698 -1.8340 -0.2247  0.000
O -3.8781 -0.3790 0.1286  0.001
H -4.2265 -5.9996 -1.9810  0.000
H -4.8905 -3.9733 -1.1178  0.000
H -0.7939 -5.0684 -1.9605  0.000
Br 2.0467 -4.1001 8.0125  0.010
C 0.3022 -3.3372 7.8036  0.061
C -0.8095 -4.0684 8.2028  0.003
C -2.0715 -3.5143 8.0946  0.040
C -2.2736 -2.2077 7.5828  0.043
C -1.1074 -1.5051 7.1640  0.049
C 0.1574 -2.0575 7.2801  0.000
N -3.5266 -1.6710 7.6818  0.216
N -3.9101 -0.6064 6.9708  0.325
C -3.3961 -0.3044 5.7193  -0.004
C -3.3941 1.0368 5.3401  0.082
C -2.8262 1.4964 4.1475  -0.022
C -2.2519 0.6483 3.2140  0.073
O -1.6068 1.1194 2.1494  0.052
C -2.3653 -0.7579 3.5013  0.011
N -1.9133 -1.6260 2.5489  0.022
C -2.0243 -2.9182 2.7276  -0.015
C -2.6442 -3.4727 3.8535  0.025
C -3.1063 -2.6283 4.8327  -0.010
C -2.9364 -1.2363 4.7215  0.026
H -0.6815 -5.0682 8.6011  -0.001
H -2.9442 -4.0768 8.4089  0.004
H -1.2175 -0.5034 6.7717  0.005
H 1.0276 -1.4943 6.9607  -0.001
H -3.7962 1.7425 6.0598  0.005
H -2.7917 2.5606 3.9347  -0.003
H -1.6265 -3.5556 1.9386  -0.001
H -2.7579 -4.5464 3.9373  0.002
H -3.6244 -3.0280 5.6934  0.000
O -1.3945 1.3079 -1.3469  0.000
As -1.9240 0.9727 -2.8724  0.000
C -3.4791 -0.1250 -3.1033  0.000
C -4.6962 0.3378 -2.6041  0.000
C -5.8404 -0.4179 -2.7901  0.000
C -5.7705 -1.6216 -3.4835  0.000
C -4.5595 -2.0795 -3.9782  0.000
C -3.4032 -1.3330 -3.7851  0.000
C -0.5949 0.1359 -3.9838  0.000
C -0.5166 0.3733 -5.3550  0.000
C 0.4172 -0.3190 -6.1147  0.000
C 1.2548 -1.2529 -5.5072  0.000
C 1.1793 -1.4822 -4.1392  0.000
C 0.2610 -0.7726 -3.3739  0.000
C -2.3854 2.6235 -3.7759  0.000
C -3.3571 2.6880 -4.7669  0.000
C -3.6254 3.8979 -5.3973  0.000
C -2.9193 5.0399 -5.0446  0.000
C -1.9523 4.9784 -4.0502  0.000
C -1.6908 3.7730 -3.4132  0.000
H -4.7304 1.2586 -2.0367  0.000
H -6.7802 -0.0849 -2.3698  0.000
H -6.6660 -2.2176 -3.6124  0.000
H -4.5072 -3.0242 -4.5060  0.000
H -2.4501 -1.6985 -4.1467  0.000
H -1.1878 1.0827 -5.8250  0.000
H 0.4976 -0.1297 -7.1798  0.000
H 1.9744 -1.7973 -6.1081  0.000
H 1.8200 -2.2098 -3.6523  0.000
H 0.2231 -0.9085 -2.3006  0.000
H -3.9107 1.7989 -5.0422  0.000
H -4.3910 3.9468 -6.1620  0.000
H -3.1331 5.9810 -5.5376  0.000
H -1.4072 5.8705 -3.7649  0.000
H -0.9731 3.7170 -2.6051  0.000
C 5.9779 1.4743 0.5282  0.000
C 4.9184 2.3779 0.5477  0.000
C 3.6817 1.9864 1.0406  0.000
C 3.4719 0.6975 1.5378  0.000
C 4.5347 -0.2006 1.4912  0.000
C 5.7775 0.1820 0.9925  0.000
As 1.6456 0.1826 2.0996  0.000
C 2.1656 -1.3966 3.1599  0.000
C 3.0835 -1.3142 4.2099  0.000
C 3.4064 -2.4379 4.9543  0.000
C 2.8160 -3.6649 4.6599  0.000
C 1.9109 -3.7569 3.6165  0.000
C 1.5885 -2.6276 2.8685  0.000
C 1.6118 1.3331 3.7246  0.000
C 0.6488 0.9925 4.6775  0.000
C 0.5206 1.7085 5.8575  0.000
C 1.3780 2.7698 6.1256  0.000
C 2.3471 3.1137 5.1948  0.000
C 2.4555 2.4061 4.0000  0.000
H 6.9471 1.7757 0.1468  0.000
H 5.0580 3.3844 0.1663  0.000
H 2.8481 2.6834 1.0165  0.000
H 4.3902 -1.2195 1.8303  0.000
H 6.5850 -0.5403 0.9506  0.000
H 3.5451 -0.3636 4.4510  0.000
H 4.1120 -2.3598 5.7733  0.000
H 3.0573 -4.5378 5.2531  0.000
H 1.4477 -4.7079 3.3814  0.000
H 0.8899 -2.6952 2.0436  0.000
H -0.0089 0.1502 4.4983  0.000
H -0.2546 1.4437 6.5658  0.000
H 1.2926 3.3176 7.0575  0.000
H 3.0275 3.9342 5.3955  0.000
H 3.2254 2.6936 3.2981  0.000
C 1.2049 5.3895 -6.2947  0.000
C 1.5476 4.1412 -5.4861  0.000
S 3.0373 3.4226 -6.1621  0.000
O 2.7415 2.9818 -7.5046  0.000
O 4.1202 4.3579 -5.9547  0.000
C 3.2884 1.9985 -5.1492  0.000
C 3.8224 2.3522 -3.7571  0.000
N 3.4539 1.3255 -2.7921  0.000
C 2.3862 1.4267 -1.9760  0.000
N 2.1798 0.3346 -1.2697  0.000
C 3.1334 -0.5445 -1.6366  0.000
C 3.9397 0.0386 -2.5837  0.000
N 5.0610 -0.5152 -3.2405  0.000
O 5.4244 -1.6175 -2.8956  0.000
O 5.6068 0.1442 -4.1201  0.000
C 1.5141 2.6283 -1.9103  0.000
H 0.3158 5.8689 -5.8881  0.000
H 1.0196 5.1249 -7.3355  0.000
H 2.0347 6.0955 -6.2670  0.000
H 0.7727 3.3748 -5.5552  0.000
H 1.7514 4.3789 -4.4405  0.000
H 3.9845 1.3486 -5.6772  0.000
H 2.3138 1.5111 -5.0885  0.000
H 3.3821 3.2800 -3.4017  0.000
H 4.8977 2.4724 -3.7872  0.000
H 3.1759 -1.5483 -1.2333  0.000
H 1.0610 2.8295 -2.8837  0.000
H 2.0661 3.5177 -1.5900  0.000
H 0.7188 2.4147 -1.1961  0.000

Molar mass = 1584.61 g mol⁻¹
LUMO (alpha / beta) = 3.0 / 3.0 eV
<S²> = 0.793
ΔE to the lowest compared entry with this formula, charge and spin = 0.000 eV
E_HOMO (alpha / beta) = -0.0135 / -0.0551 Ha
2S+1 = 2
Frontier orbital gap (alpha / beta) = 3.35 / 4.48 eV
Total charge = -2

---

No. 2
A structure of composition C13H17N9ReS. Source: the OMol25 dataset; level of theory: the ωB97M-V functional and the def2-TZVPD basis.

Last column: Löwdin spin population.
CARTESIAN COORDINATES (ANGSTROEM)
Re -0.2911 -0.3302 0.1976  0.951
N 3.3023 -0.1965 -1.0495  0.013
C 2.6720 0.7912 -0.4631  0.005
N 3.4227 1.7125 0.1630  -0.003
C 2.9634 2.8327 0.6297  0.000
N 3.6020 3.6961 1.3563  0.003
N 1.5763 3.1144 0.2748  0.005
C 0.6523 2.0396 -0.1063  0.004
N 1.2835 0.8162 -0.5051  0.036
C -1.8413 1.6862 0.6123  0.011
C -2.7144 2.6908 0.8911  -0.001
C -4.0784 2.3477 0.8467  0.013
C -4.4810 1.0486 0.5605  0.006
C -3.5315 0.0773 0.2986  0.004
N -2.2283 0.4132 0.3141  0.014
H 4.3161 -0.2237 -1.0027  0.000
H 2.8368 -0.8422 -1.6701  0.000
H 4.5669 3.5055 1.6191  0.000
H 3.1856 4.5625 1.6776  0.000
H -2.3828 3.6863 1.1533  0.000
H -4.8229 3.1059 1.0602  0.000
H -5.5288 0.7790 0.5465  0.000
H -3.7987 -0.9453 0.0727  0.000
C 0.7862 4.2442 -1.9217  0.000
C 0.8938 3.3211 -0.8056  0.001
N -0.4275 1.5831 0.6559  0.000
H 1.7456 4.2842 -2.4589  0.000
H 0.6415 5.2563 -1.5170  0.000
H -0.0221 3.9785 -2.5970  0.000
S 0.0165 -2.1765 1.4576  -0.038
C -0.1034 -3.7299 0.5416  -0.020
N -1.1703 -4.1807 -0.0730  -0.003
C -0.9718 -5.6020 -0.4994  -0.001
C 0.4820 -5.8833 -0.0525  -0.001
N 0.8785 -4.5901 0.5808  -0.002
H -2.0630 -3.7149 -0.1120  0.000
H -1.1124 -5.6846 -1.5738  0.000
H -1.6991 -6.2310 0.0087  0.000
H 1.1482 -6.1051 -0.8821  0.000
H 0.5521 -6.6787 0.6857  0.000
H 1.7447 -4.4581 1.0855  0.000

Molar mass = 517.62 g mol⁻¹
LUMO (alpha / beta) = -15.1 / -14.8 eV
<S²> = 0.917
ΔE to the lowest compared entry with this formula, charge and spin = 4.575 eV
E_HOMO (alpha / beta) = -0.7942 / -0.7947 Ha
2S+1 = 2
Frontier orbital gap (alpha / beta) = 6.55 / 6.79 eV
Total charge = +4

---

No. 3
A cluster of 2 separate species, CH6N3O in total at a distorted geometry. Source: the OMol25 dataset; level of theory: the ωB97M-V functional and the def2-TZVPD basis.

Last column: Mulliken charge in e.
CARTESIAN COORDINATES (ANGSTROEM)
C 0.1331 -0.5720 0.6281  0.287
N -1.0435 -1.0265 1.1757  -0.333
N 0.2718 0.2614 -0.3686  0.144
N -0.5878 0.6625 -1.3045  -0.458
O 2.1536 0.4875 -0.6534  -0.445
H 0.9615 -0.9258 1.2977  0.339
H -0.9391 -1.3970 2.2140  0.302
H -1.8853 -0.8673 0.7621  0.243
H -0.7655 1.6666 -1.2212  0.283
H -0.6137 0.2256 -2.2021  0.267
H 2.3149 1.4848 -0.3279  0.373

Molar mass = 76.08 g mol⁻¹
LUMO (alpha / beta) = -6.0 / -5.9 eV
ΔE to the lowest compared entry with this formula, charge and spin = 3.796 eV
E_HOMO (alpha / beta) = -0.5722 / -0.5690 Ha
2S+1 = 1
Frontier orbital gap (alpha / beta) = 9.57 / 9.61 eV
Total charge = +1